Here is a structure of composition C8H32HgO8 at a distorted geometry from the Open Molecules 2025 dataset. Energies are from the ωB97M-V functional and the def2-TZVPD basis.

Last column: Löwdin charge in e.
Cartesian coordinates (Å):
1 Hg -0.0351 -0.1276 -0.0792  1.301
2 C -1.1015 -0.0193 3.3361  -0.106
3 O -1.1201 -0.5176 2.0122  -0.193
4 H -0.6931 0.9869 3.4292  0.083
5 H -2.1141 0.1273 3.7120  0.100
6 H -0.6235 -0.6796 4.0597  0.101
7 H -1.7653 -1.2270 2.0582  0.092
8 C 2.3377 0.6232 2.1500  -0.139
9 O 1.7804 -0.3444 1.3646  -0.163
10 H 2.9046 0.1731 2.9650  0.114
11 H 3.0390 1.3256 1.6995  0.084
12 H 1.5221 1.1473 2.6483  0.084
13 H 2.2681 -1.1391 1.5929  0.115
14 C -1.0154 0.7229 -3.4718  -0.109
15 O -0.6424 1.1142 -2.1707  -0.187
16 H -2.0910 0.7591 -3.6448  0.087
17 H -0.5110 1.3123 -4.2374  0.107
18 H -0.7754 -0.3403 -3.4606  0.089
19 H -0.6119 2.0674 -2.2806  0.093
20 C 0.0082 -3.6021 1.0347  -0.095
21 O -0.2099 -2.5633 0.1025  -0.193
22 H 0.4911 -3.1277 1.8889  0.084
23 H -0.9404 -3.9824 1.4137  0.102
24 H 0.7282 -4.3342 0.6689  0.103
25 H -0.6842 -2.9824 -0.6193  0.105
26 C -3.7558 -0.1808 -1.0167  -0.059
27 O -2.4336 -0.6839 -0.5547  -0.193
28 H -4.3908 0.1682 -0.2024  0.093
29 H -3.5234 0.6978 -1.6185  0.073
30 H -4.2930 -0.8247 -1.7130  0.100
31 H -2.7169 -1.4706 -0.0831  0.069
32 C 2.5442 -1.9822 -1.6566  -0.099
33 O 1.5727 -0.9634 -1.7693  -0.179
34 H 1.9938 -2.8985 -1.4433  0.083
35 H 3.2468 -2.0280 -2.4886  0.111
36 H 3.1406 -1.7545 -0.7731  0.077
37 H 1.7822 -0.4962 -2.5814  0.099
38 C 3.1189 1.7468 -0.8265  -0.149
39 O 1.7374 1.9630 -0.7025  -0.152
40 H 3.4825 1.7238 -1.8538  0.096
41 H 3.7008 2.4638 -0.2473  0.100
42 H 3.4267 0.7744 -0.4421  0.067
43 H 1.5548 2.9055 -0.7020  0.101
44 C -2.0874 2.5772 0.6745  -0.071
45 O -0.7631 2.0204 0.7764  -0.194
46 H -2.3782 3.2850 1.4507  0.103
47 H -2.0698 3.1010 -0.2812  0.092
48 H -2.8329 1.7837 0.7255  0.074
49 H -0.2015 2.6996 1.1569  0.098

The calculation puts the HOMO-LUMO gap at 10.10 eV. As for the electronic energy: -1078.62050 Eh. The HOMO energy is -16.773 eV. The calculation puts the lowest unoccupied orbital energy at -6.671 eV. The largest force on an atom comes out at 0.0692 Eh/bohr. The charge is +2. The energy relative to the best compared isomer or geometry (same formula, charge and spin) is 121.38 kJ/mol.


Here is a cluster of 8 separate species, C8H32N16O8 in total at a distorted geometry from the Open Molecules 2025 dataset. Energies are from the ωB97M-V functional and the def2-TZVPD basis.

Last column: Löwdin charge in e.
Cartesian coordinates (Å):
1 N 3.0833 -3.0743 -1.1415  0.140
2 C 4.1252 -3.9801 -1.0101  -0.666
3 N 3.8358 -5.2558 -1.4177  0.158
4 O 5.1945 -3.6644 -0.4950  0.010
5 H 3.4498 -2.1495 -0.9496  0.090
6 H 2.5479 -3.2395 -1.9906  0.046
7 H 4.6007 -5.8973 -1.4928  0.102
8 H 2.9999 -5.3019 -1.9817  0.067
9 N 3.4858 -1.8185 1.8831  0.161
10 C 4.0949 -0.6345 1.6406  -0.669
11 N 5.2311 -0.3768 2.3346  0.162
12 O 3.6406 0.1155 0.7675  -0.010
13 H 3.9796 -2.5866 2.2990  0.104
14 H 2.6592 -2.0049 1.3453  0.043
15 H 5.6079 -1.0216 2.9994  0.095
16 H 5.6965 0.4882 2.1342  0.104
17 N 0.1728 -3.5395 0.3620  0.176
18 C -0.1614 -2.4787 1.1261  -0.666
19 N -1.4730 -2.0723 0.9583  0.159
20 O 0.6240 -1.8244 1.8040  0.000
21 H 1.0978 -3.9244 0.4465  0.095
22 H -0.5211 -3.9943 -0.1966  0.094
23 H -1.7658 -1.1733 1.2890  0.085
24 H -2.0407 -2.5465 0.2832  0.087
25 N -2.9019 3.4267 4.1020  0.177
26 C -2.4827 2.3676 3.3770  -0.639
27 N -2.2904 1.2073 4.0705  0.165
28 O -2.3400 2.4225 2.1528  -0.024
29 H -3.0457 3.3337 5.0887  0.101
30 H -3.2371 4.2347 3.6058  0.112
31 H -2.3234 1.2607 5.0735  0.095
32 H -2.1458 0.2939 3.6922  0.098
33 N -1.4702 4.9429 1.2949  0.159
34 C -1.9745 6.2013 1.2299  -0.682
35 N -1.0261 7.2053 1.2349  0.136
36 O -3.1700 6.4506 1.1456  0.014
37 H -0.4893 4.7877 1.4120  0.095
38 H -2.1671 4.2119 1.3849  0.062
39 H -0.1244 6.9497 1.5907  0.081
40 H -1.3194 8.1619 1.2342  0.095
41 N 0.0188 -2.4380 -3.9669  0.176
42 C 0.3191 -3.7735 -3.7825  -0.628
43 N -0.5773 -4.6186 -4.4199  0.150
44 O 1.2893 -4.2048 -3.1788  0.009
45 H -0.9416 -2.2324 -4.1542  0.095
46 H 0.6239 -1.7532 -3.5536  0.089
47 H -0.6112 -5.5416 -4.0201  0.104
48 H -1.4035 -4.2082 -4.8098  0.090
49 N -3.9144 1.9709 -1.2265  0.143
50 C -3.7428 2.7885 -2.3251  -0.681
51 N -2.9255 2.2277 -3.2697  0.143
52 O -4.2519 3.8922 -2.3964  0.022
53 H -4.4979 2.2048 -0.4456  0.091
54 H -3.5006 1.0606 -1.1566  0.071
55 H -2.2872 1.4897 -3.0277  0.042
56 H -2.8263 2.8296 -4.0689  0.099
57 N 0.9079 -0.1581 -0.8320  0.177
58 C -0.1052 0.7400 -0.7823  -0.647
59 N -0.1948 1.3594 0.4355  0.179
60 O -0.8060 0.9676 -1.7735  -0.013
61 H 1.0329 -0.6343 -1.7032  0.075
62 H 1.5707 -0.3180 -0.0879  0.059
63 H 0.0999 0.8248 1.2372  0.087
64 H -0.9334 2.0214 0.6218  0.060

The calculation puts the HOMO-LUMO gap at 8.82 eV. As for the electronic energy: -1802.39003 Eh. The HOMO energy is -8.923 eV. The SMILES is NC(N)=O.NC(N)=O.NC(N)=O.NC(N)=O.NC(N)=O.NC(N)=O.NC(N)=O.NC(N)=O. The calculation puts the lowest unoccupied orbital energy at -0.102 eV. The largest force on an atom comes out at 0.0349 Eh/bohr. The energy relative to the best compared isomer or geometry (same formula, charge and spin) is 100.99 kJ/mol.


Here is a cluster of 8 separate species, C8H32N16O8 in total at a distorted geometry from the Open Molecules 2025 dataset. Energies are from the ωB97M-V functional and the def2-TZVPD basis.

Last column: Löwdin charge in e.
Cartesian coordinates (Å):
1 N 3.8936 -2.4779 2.0508  0.139
2 C 5.1782 -2.7111 2.5176  -0.637
3 N 5.6650 -3.9857 2.1580  0.134
4 O 5.7439 -1.9499 3.2769  0.018
5 H 3.5657 -1.4854 1.9732  0.074
6 H 3.7077 -2.9538 1.1721  0.095
7 H 6.3135 -4.4727 2.7321  0.085
8 H 4.9049 -4.5851 1.8691  0.085
9 N 1.1582 1.6007 -5.0219  0.151
10 C 0.5812 1.9319 -3.8008  -0.596
11 N -0.7623 1.9170 -3.8562  0.181
12 O 1.1966 2.4175 -2.7923  -0.048
13 H 2.1543 1.6264 -5.0429  0.088
14 H 0.8201 1.1072 -5.8257  0.095
15 H -1.2364 1.3558 -4.5095  0.090
16 H -1.2551 2.1852 -3.0292  0.035
17 N -4.1538 0.4806 -0.3778  0.137
18 C -5.0019 0.8305 0.6257  -0.674
19 N -5.4348 -0.2201 1.3328  0.162
20 O -5.3203 2.0294 0.7619  -0.026
21 H -3.7525 -0.4948 -0.2429  0.099
22 H -3.5314 1.1299 -0.8510  0.077
23 H -4.7398 -0.9645 1.5132  0.073
24 H -6.0419 -0.0441 2.1087  0.103
25 N -1.1398 -0.7118 2.4107  0.177
26 C -1.7595 -1.7444 1.8305  -0.659
27 N -0.9957 -2.6876 1.1618  0.141
28 O -3.0066 -1.8896 1.8699  -0.052
29 H -1.6826 -0.0945 2.9773  0.101
30 H -0.1759 -0.4223 2.1595  0.100
31 H -1.5914 -3.3330 0.5995  0.114
32 H -0.1717 -2.2008 0.7813  0.068
33 N -3.8271 -1.2129 -2.9336  0.157
34 C -2.6731 -1.8836 -2.6087  -0.606
35 N -2.1690 -2.6373 -3.6870  0.132
36 O -2.1216 -1.8306 -1.4895  -0.015
37 H -4.0177 -1.1293 -3.9214  0.101
38 H -4.2301 -0.7353 -2.1283  0.072
39 H -2.6464 -2.8890 -4.5189  0.076
40 H -1.4808 -3.2957 -3.3049  0.108
41 N 2.5586 0.9032 -0.5358  0.173
42 C 1.5286 0.0615 -0.3273  -0.720
43 N 0.5833 -0.0071 -1.2453  0.203
44 O 1.5788 -0.6556 0.6636  -0.017
45 H 2.5616 1.4069 -1.4508  0.105
46 H 3.0387 1.0472 0.3445  0.058
47 H 0.4213 0.8334 -1.7899  0.048
48 H -0.3051 -0.4869 -1.0874  0.088
49 N -0.3577 3.0748 0.1127  0.192
50 C -1.6386 2.8791 -0.3395  -0.636
51 N -2.5336 2.9632 0.6465  0.178
52 O -1.9106 2.7115 -1.5269  0.000
53 H -0.1118 3.2413 1.0442  0.079
54 H 0.4605 3.0423 -0.4472  0.076
55 H -3.5192 3.1645 0.4541  0.103
56 H -2.1632 3.3045 1.4964  0.094
57 N 4.2521 0.6097 2.3807  0.155
58 C 3.4868 1.5113 3.0008  -0.672
59 N 3.4711 1.4785 4.3469  0.164
60 O 2.7438 2.2516 2.3203  -0.021
61 H 4.8165 -0.0511 2.9209  0.077
62 H 4.5657 0.6794 1.4427  0.099
63 H 3.8308 0.6315 4.7837  0.110
64 H 2.6777 1.8359 4.8519  0.107

The calculation puts the HOMO-LUMO gap at 9.64 eV. As for the electronic energy: -1802.38921 Eh. The HOMO energy is -9.369 eV. The SMILES is NC(N)=O.NC(N)=O.NC(N)=O.NC(N)=O.NC(N)=O.NC(N)=O.NC(N)=O.NC(N)=O. The calculation puts the lowest unoccupied orbital energy at 0.267 eV. The largest force on an atom comes out at 0.0737 Eh/bohr. The energy relative to the best compared isomer or geometry (same formula, charge and spin) is 103.14 kJ/mol.